Entry one
Molecular formula: C5H11N2O
Method: DFT, ωB97M-V/def2-TZVPD

The geometry in ORCA input format:
```
! wB97M-V def2-TZVPD RIJCOSX def2/J DEFGRID3
* xyz -1 1
C 2.177 -1.534 0.871
C 1.633 -2.573 0.247
C 0.656 -1.154 2.497
N 1.893 -1.170 2.203
H 3.040 -1.028 0.455
H 0.911 -3.185 0.772
H 1.878 -2.784 -0.783
H 0.380 -0.892 3.519
H -0.120 -1.190 1.729
C -1.079 1.175 -0.067
O -0.153 0.317 0.429
C -0.817 1.514 -1.539
N -1.873 2.371 -2.097
H -2.114 0.731 -0.109
H -1.137 2.111 0.531
H 0.133 2.009 -1.753
H -0.776 0.534 -2.039
H -1.828 2.618 -3.069
H -2.803 2.131 -1.796
*
```

Properties
Orbital gap = 0.25414 hartree

***

Entry two
Molecular formula: C5H11N2O
Method: DFT, ωB97M-V/def2-TZVPD

The geometry in ORCA input format:
```
! wB97M-V def2-TZVPD RIJCOSX def2/J DEFGRID3
* xyz -1 1
C -2.370 -1.017 -0.176
O -3.504 -0.282 -0.170
C -1.148 -0.138 -0.547
C -0.664 0.826 0.515
C 0.840 1.053 0.875
N 2.660 -0.184 -1.189
C 2.104 -0.724 0.038
N 1.532 -0.219 1.095
H -2.395 -1.920 -0.825
H -2.090 -1.405 0.850
H -0.296 -0.809 -0.829
H -1.449 0.386 -1.452
H -1.097 1.829 0.379
H -1.132 0.446 1.436
H 1.230 1.632 0.024
H 0.830 1.643 1.788
H 3.101 0.708 -0.949
H 2.306 -1.795 0.068
H 1.544 -0.029 -0.931
*
```

Properties
Orbital gap = 0.21455 hartree

***

Entry three
Molecular formula: C5H11N2O
Method: DFT, ωB97M-V/def2-TZVPD

The geometry in ORCA input format:
```
! wB97M-V def2-TZVPD RIJCOSX def2/J DEFGRID3
* xyz -1 1
C -1.797 -0.724 -0.046
O -2.844 -1.032 -0.796
C -0.556 -0.182 -0.835
C 0.641 0.207 -0.030
C 1.976 0.381 -0.699
N 0.833 2.179 0.472
C 2.115 2.057 0.601
N 2.885 1.101 0.118
H -2.003 0.049 0.744
H -1.365 -1.598 0.554
H -0.966 0.696 -1.355
H -0.286 -0.865 -1.656
H 0.426 1.394 0.273
H 0.657 -0.308 0.942
H 1.699 1.001 -1.581
H 2.357 -0.553 -1.118
H -3.493 -3.172 1.799
H -2.936 -3.359 1.347
H 2.656 2.729 1.266
*
```

Properties
Orbital gap = 0.22097 hartree

***

Entry four
Molecular formula: C5H11N2O
Method: DFT, ωB97M-V/def2-TZVPD

The geometry in ORCA input format:
```
! wB97M-V def2-TZVPD RIJCOSX def2/J DEFGRID3
* xyz -1 1
C -1.998 -0.684 0.059
O -1.947 -0.731 -1.363
C -0.747 -0.037 0.633
C 0.597 -0.537 0.183
C 1.273 0.387 -0.860
C 2.619 0.618 -0.679
N 0.436 0.793 -1.828
N -0.920 -0.016 2.175
H -2.030 -1.718 0.393
H -2.851 -0.109 0.407
H -0.864 1.045 0.530
H 1.335 -0.766 0.956
H 0.442 -1.476 -0.316
H 3.156 1.479 -1.072
H 3.150 -0.032 0.002
H -1.232 -0.098 -1.701
H 0.890 1.192 -2.651
H -0.070 -0.200 2.678
H -1.237 0.891 2.454
*
```

Properties
Orbital gap = 0.23343 hartree

***

Stability check: which of them is most stable? entry four.

***

Entry one
Molecular formula: C18H32AsF6N3O2PtSSi
Method: DFT, ωB97M-V/def2-TZVPD

The geometry in ORCA input format:
```
! wB97M-V def2-TZVPD RIJCOSX def2/J DEFGRID3
* xyz 1 2
Pt -0.882 -0.179 0.094
N -3.884 0.213 -2.722
C -3.212 0.141 -1.611
S -2.561 -1.289 -0.953
N -3.117 1.418 -0.966
N -2.161 1.482 -0.177
C -1.983 2.743 0.404
C -0.876 3.108 1.076
C -0.857 4.488 1.547
C 0.221 5.017 2.135
C 1.406 4.210 2.319
C 1.468 2.924 1.925
C 0.346 2.278 1.299
O 0.489 1.074 0.986
H -3.967 -0.590 -3.329
H -4.110 1.133 -3.091
H -2.786 3.447 0.218
H -1.748 5.079 1.381
H 0.225 6.046 2.464
H 2.271 4.662 2.788
H 2.354 2.322 2.065
C -3.878 -0.056 2.790
O -2.515 0.360 2.744
H -4.388 0.325 3.676
H -3.971 -1.143 2.758
H -4.368 0.357 1.909
H -2.070 0.036 3.533
F -0.858 1.068 -2.567
As -0.788 2.585 -3.491
F 0.932 2.474 -3.433
F -0.857 1.659 -4.939
F -0.761 4.072 -4.324
F -2.547 2.607 -3.431
F -0.789 3.399 -1.937
C -0.232 -3.679 -0.191
Si 0.504 -2.003 0.173
C 1.729 -1.652 -1.837
C 2.219 -0.239 -1.755
C 0.663 -1.900 -2.860
C 2.760 -2.731 -1.705
C 1.735 -2.157 1.611
C 2.292 -3.578 1.755
C 2.881 -1.143 1.651
C 0.802 -1.882 2.815
H 0.519 -4.450 -0.365
H -0.931 -3.668 -1.026
H -0.794 -3.972 0.703
H 1.420 0.473 -1.557
H 2.595 0.033 -2.751
H 3.031 -0.114 -1.041
H -0.117 -1.143 -2.837
H 0.241 -2.902 -2.802
H 1.152 -1.813 -3.841
H 3.426 -2.585 -0.859
H 3.388 -2.676 -2.606
H 2.329 -3.731 -1.678
H 2.908 -3.879 0.907
H 1.501 -4.319 1.876
H 2.921 -3.624 2.648
H 3.659 -1.374 0.925
H 3.349 -1.175 2.640
H 2.536 -0.126 1.473
H -0.080 -2.531 2.819
H 0.462 -0.845 2.835
H 1.354 -2.082 3.737
*
```

Properties
Expectation value of S² = 0.7533
Orbital gap (alpha / beta) = 0.21320 / 0.22191 hartree

***

Entry two
Molecular formula: C18H32AsF6N3O2PtSSi
Method: DFT, ωB97M-V/def2-TZVPD

The geometry in ORCA input format:
```
! wB97M-V def2-TZVPD RIJCOSX def2/J DEFGRID3
* xyz 1 2
Pt 1.041 -0.591 0.015
N 5.086 0.392 0.642
C 3.774 0.307 0.548
S 3.017 0.016 -0.945
N 3.081 0.593 1.685
N 1.797 0.301 1.607
C 1.084 0.758 2.672
C -0.107 0.234 3.109
C -0.748 0.788 4.271
C -1.793 0.150 4.837
C -2.242 -1.103 4.305
C -1.684 -1.662 3.201
C -0.645 -0.974 2.513
O -0.173 -1.471 1.441
H 5.670 0.063 -0.112
H 5.502 0.515 1.553
H 1.593 1.521 3.250
H -0.363 1.710 4.687
H -2.280 0.558 5.712
H -3.058 -1.613 4.801
H -2.017 -2.607 2.795
C -0.247 -3.013 -1.403
O 0.620 -1.848 -1.595
H -1.265 -2.650 -1.356
H 0.037 -3.540 -0.496
H -0.109 -3.651 -2.271
H 1.529 -2.224 -1.744
F 2.070 -2.791 0.559
As 3.383 -3.784 -0.152
F 2.204 -5.003 -0.443
F 2.863 -3.024 -1.691
F 4.610 -4.641 -0.957
F 4.438 -2.428 0.107
F 3.747 -4.410 1.392
C 0.016 2.768 0.208
Si -0.489 1.206 -0.686
C -2.359 0.874 -0.303
C -2.744 -0.595 -0.507
C -3.291 1.772 -1.128
C -2.658 1.254 1.156
C -0.205 1.525 -2.622
C 1.254 1.477 -3.037
C -0.971 0.469 -3.428
C -0.705 2.950 -2.883
H -0.667 3.559 -0.106
H 1.038 3.066 -0.034
H -0.064 2.694 1.293
H -2.583 -0.929 -1.532
H -3.806 -0.732 -0.282
H -2.184 -1.245 0.169
H -3.287 1.564 -2.193
H -3.087 2.832 -0.977
H -4.308 1.590 -0.767
H -2.053 0.713 1.871
H -3.702 1.017 1.383
H -2.522 2.323 1.333
H 1.605 0.449 -3.131
H 1.906 2.036 -2.365
H 1.365 1.931 -4.028
H -0.700 -0.541 -3.124
H -0.707 0.558 -4.488
H -2.049 0.583 -3.370
H -0.032 3.693 -2.457
H -1.713 3.146 -2.535
H -0.713 3.114 -3.967
*
```

Properties
Expectation value of S² = 0.7907
Orbital gap (alpha / beta) = 0.27070 / 0.22481 hartree

***

Stability check: which of them is most stable? entry two.

***

Entry one
Molecular formula: C4H13N3
Method: DFT, ωB97M-V/def2-TZVPD

The geometry in ORCA input format:
```
! wB97M-V def2-TZVPD RIJCOSX def2/J DEFGRID3
* xyz 0 1
C 0.696 0.314 0.410
C -1.155 -0.080 -0.632
C 1.066 -0.481 -0.688
C -2.098 -0.382 0.511
N 0.749 -0.147 1.693
N -1.349 1.168 -1.315
N 3.009 -0.384 -0.434
H 0.751 1.392 0.304
H -1.192 -0.885 -1.366
H 0.882 -1.135 1.848
H 0.608 0.501 2.449
H -2.015 1.120 -2.077
H -1.626 1.914 -0.689
H 3.305 -0.493 0.537
H 3.315 0.550 -0.710
H 1.088 -0.020 -1.662
H 1.011 -1.558 -0.607
H -2.029 0.377 1.295
H -1.874 -1.352 0.959
H -3.141 -0.421 0.171
*
```

Properties
Orbital gap = 0.26924 hartree

***

Entry two
Molecular formula: C4H13N3
Method: DFT, ωB97M-V/def2-TZVPD

The geometry in ORCA input format:
```
! wB97M-V def2-TZVPD RIJCOSX def2/J DEFGRID3
* xyz 0 1
C 0.678 -0.121 -1.754
C -0.219 -0.108 -0.466
C -1.380 -1.114 -0.695
N -2.094 -1.359 0.541
N 0.589 -0.393 0.758
C 1.483 0.623 1.236
N 0.880 1.986 1.419
H 0.291 0.438 -2.605
H 1.101 -1.117 -2.050
H 1.510 0.475 -1.364
H -0.745 0.860 -0.284
H -2.056 -0.864 -1.558
H -0.771 -1.987 -0.946
H -1.898 -0.622 1.208
H -3.108 -1.461 0.509
H -0.020 -1.147 1.069
H 1.994 0.225 2.105
H 2.341 0.741 0.565
H -0.083 2.228 1.212
H 1.506 2.716 1.101
*
```

Properties
Orbital gap = 0.34983 hartree

***

Entry three
Molecular formula: C4H13N3
Method: DFT, ωB97M-V/def2-TZVPD

The geometry in ORCA input format:
```
! wB97M-V def2-TZVPD RIJCOSX def2/J DEFGRID3
* xyz 0 1
C -0.617 -0.514 2.272
N 0.487 -0.247 1.357
C 0.325 0.687 0.276
N 1.582 1.339 0.064
N -0.088 0.017 -0.929
C -1.047 0.672 -1.818
C 0.202 -1.470 -1.079
H -0.771 0.352 2.920
H -0.364 -1.386 2.879
H -1.522 -0.727 1.697
H 1.413 -0.599 1.569
H -0.410 1.452 0.554
H 2.016 1.310 -0.853
H 1.883 2.098 0.667
H -0.759 1.718 -1.967
H -2.047 0.630 -1.374
H -1.059 0.169 -2.789
H 1.211 -1.551 -1.486
H 0.093 -2.074 -0.176
H -0.529 -1.877 -1.784
*
```

Properties
Orbital gap = 0.31815 hartree

***

Entry four
Molecular formula: C4H13N3
Method: DFT, ωB97M-V/def2-TZVPD

The geometry in ORCA input format:
```
! wB97M-V def2-TZVPD RIJCOSX def2/J DEFGRID3
* xyz 0 1
N -0.096 0.987 1.073
C -0.326 -0.273 0.518
C 0.048 -0.362 -0.959
C -0.615 0.749 -1.829
N -0.174 2.085 -1.461
C 0.367 -1.397 1.311
N 1.794 -1.105 1.524
H -2.282 -0.704 0.559
H -0.956 1.236 1.560
H -1.439 -0.465 0.623
H -0.228 -1.301 -1.339
H 1.162 -0.238 -1.091
H -0.449 0.584 -2.930
H -1.678 0.727 -1.636
H 0.760 2.260 -1.866
H -0.021 2.078 -0.441
H -0.097 -1.502 2.286
H 0.253 -2.358 0.768
H 1.893 -0.610 2.445
H 2.086 -0.392 0.884
*
```

Properties
Orbital gap = 0.23189 hartree

***

Stability check: which of them is most stable? entry three.

***

Entry one
Molecular formula: C4H13N3
Method: DFT, ωB97M-V/def2-TZVPD

The geometry in ORCA input format:
```
! wB97M-V def2-TZVPD RIJCOSX def2/J DEFGRID3
* xyz 0 1
N -2.648 -0.395 0.528
C -1.353 -1.236 0.581
C -0.036 -0.526 0.795
C 0.367 0.174 -0.449
N -0.297 1.480 -0.537
C 1.808 0.117 -0.385
N 2.398 0.709 -1.698
H -3.462 -0.959 0.809
H -2.648 0.492 0.977
H -1.639 -1.934 1.390
H -1.366 -1.927 -0.320
H 0.650 -1.439 0.781
H 0.090 -0.041 1.764
H 0.105 -0.375 -1.367
H 0.123 2.088 0.267
H -1.221 1.275 -0.070
H 2.067 -0.883 -0.164
H 2.087 0.779 0.498
H 3.236 1.110 -1.452
H 1.738 1.492 -1.948
*
```

Properties
Orbital gap = 0.36502 hartree

***

Entry two
Molecular formula: C4H13N3
Method: DFT, ωB97M-V/def2-TZVPD

The geometry in ORCA input format:
```
! wB97M-V def2-TZVPD RIJCOSX def2/J DEFGRID3
* xyz 0 1
C -2.651 0.817 -0.662
C -1.764 -0.211 0.013
C -0.207 0.504 0.468
C 0.742 -0.507 0.029
N 0.889 -1.721 0.714
N 2.082 0.611 0.455
N 3.167 0.550 -0.465
H -2.350 0.989 -1.697
H -2.584 1.768 -0.125
H -3.696 0.509 -0.725
H -2.155 -0.482 0.996
H -1.737 -1.129 -0.576
H -0.138 1.425 -0.103
H -0.258 0.651 1.543
H 0.749 -0.663 -1.052
H 0.754 -1.661 1.715
H 0.501 -2.537 0.268
H 2.449 0.165 1.298
H 3.148 -0.364 -0.935
H 3.059 1.284 -1.159
*
```

Properties
Orbital gap = 0.33033 hartree

***

Entry three
Molecular formula: C4H13N3
Method: DFT, ωB97M-V/def2-TZVPD

The geometry in ORCA input format:
```
! wB97M-V def2-TZVPD RIJCOSX def2/J DEFGRID3
* xyz 0 1
C -0.603 -2.076 1.066
C -1.122 -0.907 0.224
N -0.163 -0.308 -0.685
N 0.278 -1.251 -1.642
C 0.877 0.520 -0.088
C 0.652 2.017 -0.412
N -0.213 2.727 0.510
H -1.400 -2.458 1.698
H -0.260 -2.875 0.415
H 0.223 -1.765 1.703
H -1.951 -1.258 -0.395
H -1.493 -0.112 0.875
H 1.165 -1.689 -1.381
H 0.403 -0.774 -2.538
H 1.856 0.219 -0.483
H 0.913 0.390 1.001
H 1.619 2.534 -0.411
H 0.221 2.096 -1.409
H 0.135 2.646 1.460
H -1.138 2.324 0.492
*
```

Properties
Orbital gap = 0.34705 hartree

***

Stability check: which of them is most stable? entry three.